15
Properties=species:S:1:pos:R:3:lowdin_charge:R:1 method="wB97M-V/def2-TZVPD" orbital_gap_ev=9.0186 e_above_lowest_kcal_mol=76.9 e_lumo_ev=0.3 charge=0
S -1.3436 -1.0737 0.2087 0.502
O -2.4736 -0.6112 0.9632 -0.323
O -0.4767 -2.1988 0.9411 -0.188
H -1.4020 1.1414 -0.5360 0.199
H 0.5747 -0.4932 -1.2670 0.106
H 1.3907 2.1677 -0.7990 0.053
C -0.2014 0.2624 0.3088 -0.918
H 2.0287 1.0971 -2.0065 0.137
H -1.3237 0.9723 2.2422 -0.040
C 1.8003 1.1894 -0.8345 -0.114
H 2.6425 1.2158 -0.1362 0.076
H -0.7394 -3.1497 0.6805 0.150
S 0.0509 0.8569 1.8945 0.804
N 0.9147 0.0884 -0.5030 -0.156
O -1.4424 -1.4649 -1.1568 -0.289